Record 1
{"formula": "C38H45N4O4RhS5SbTe", "method": "wB97M-V/def2-TZVPD", "species": ["Rh", "S", "C", "C", "C", "C", "Sb", "C", "C", "C", "C", "C", "C", "H", "H", "H", "H", "H", "H", "H", "H", "H", "H", "H", "H", "H", "H", "H", "H", "H", "H", "H", "H", "H", "Te", "C", "C", "C", "C", "S", "H", "H", "H", "S", "C", "S", "C", "N", "N", "C", "C", "C", "C", "C", "C", "S", "H", "H", "H", "H", "H", "O", "C", "O", "C", "C", "C", "C", "C", "C", "N", "O", "O", "H", "H", "H", "H", "C", "N", "C", "C", "C", "C", "C", "C", "C", "C", "H", "H", "H", "H", "H", "H", "H", "H", "H", "H", "H", "H"], "positions_angstrom": [[0.149, -0.526, -0.372], [2.433, 0.818, 1.515], [1.061, 0.404, 0.886], [-3.852, 3.280, 2.438], [-2.620, 3.354, 3.344], [-2.405, 4.782, 3.839], [-1.000, 2.285, 2.291], [0.344, 3.896, 1.700], [-0.375, 4.878, 0.774], [1.082, 4.615, 2.825], [0.065, 1.635, 4.089], [-0.189, 2.463, 5.345], [-0.244, 0.159, 4.340], [-4.758, 3.597, 2.973], [-4.020, 2.270, 2.061], [-3.737, 3.937, 1.570], [-2.792, 2.707, 4.211], [-2.306, 5.478, 3.006], [-1.519, 4.879, 4.464], [-3.264, 5.115, 4.439], [1.077, 3.346, 1.105], [-1.137, 5.455, 1.303], [-0.850, 4.361, -0.062], [0.342, 5.588, 0.344], [0.399, 5.161, 3.479], [1.785, 5.345, 2.402], [1.664, 3.921, 3.435], [1.116, 1.720, 3.809], [-1.230, 2.393, 5.670], [0.048, 3.518, 5.202], [0.432, 2.092, 6.170], [-1.313, -0.010, 4.512], [0.295, -0.205, 5.224], [0.056, -0.462, 3.494], [-1.968, -1.170, 1.171], [-1.918, -2.714, 2.593], [-2.926, -3.098, 3.443], [-2.535, -4.118, 4.355], [-1.232, -4.491, 4.181], [-0.497, -3.609, 2.919], [-3.913, -2.656, 3.402], [-3.186, -4.547, 5.106], [-0.675, -5.235, 4.731], [3.940, -0.439, -5.503], [3.758, -0.999, -3.929], [2.245, -1.515, -3.312], [2.908, -1.743, -1.698], [4.181, -1.466, -1.656], [4.651, -1.069, -2.918], [6.049, -0.799, -2.956], [6.686, -0.476, -1.757], [8.054, -0.253, -1.733], [8.808, -0.347, -2.897], [8.168, -0.667, -4.083], [6.798, -0.895, -4.123], [1.953, -2.327, -0.404], [6.094, -0.409, -0.857], [8.531, -0.001, -0.794], [9.877, -0.173, -2.876], [8.737, -0.745, -5.002], [6.313, -1.139, -5.053], [-2.277, -2.879, -1.168], [-1.543, -2.501, -2.089], [-0.637, -1.627, -2.091], [-1.770, -3.154, -3.466], [-2.647, -4.222, -3.593], [-2.891, -4.790, -4.834], [-2.250, -4.264, -5.939], [-1.367, -3.209, -5.841], [-1.124, -2.659, -4.589], [-2.524, -4.856, -7.277], [-3.289, -5.803, -7.336], [-1.973, -4.365, -8.243], [-3.133, -4.591, -2.699], [-3.565, -5.626, -4.956], [-0.878, -2.835, -6.729], [-0.433, -1.836, -4.469], [-3.367, 2.870, -3.327], [-3.038, 1.762, -2.464], [-2.803, 0.543, -3.207], [-2.029, 2.013, -1.428], [-0.575, 2.156, -1.860], [-0.249, 3.277, -2.639], [1.048, 3.541, -3.045], [2.059, 2.680, -2.639], [1.748, 1.584, -1.848], [0.438, 1.259, -1.452], [-4.314, 2.657, -3.836], [-2.615, 3.069, -4.109], [-3.497, 3.778, -2.733], [-3.685, 0.309, -3.810], [-2.628, -0.273, -2.511], [-1.929, 0.606, -3.875], [-2.082, 1.185, -0.721], [-2.340, 2.919, -0.895], [-1.034, 3.974, -2.916], [1.268, 4.415, -3.648], [3.090, 2.862, -2.928], [2.569, 0.961, -1.504]], "lowdin_spin": [0.003, 0.016, 0.017, 0.000, 0.002, 0.000, 0.040, 0.017, 0.001, 0.003, -0.002, 0.000, 0.012, 0.000, 0.000, 0.000, 0.000, 0.000, 0.000, 0.000, 0.000, 0.000, 0.000, 0.000, 0.000, 0.001, 0.000, 0.000, 0.000, 0.000, 0.000, 0.003, 0.001, 0.007, 0.629, 0.038, 0.049, 0.001, 0.046, 0.011, 0.001, -0.001, 0.003, 0.000, 0.000, 0.000, 0.000, 0.000, 0.000, 0.000, 0.000, 0.000, 0.000, 0.000, 0.000, -0.002, 0.000, 0.000, 0.000, 0.000, 0.000, 0.090, 0.007, 0.002, 0.005, 0.000, 0.000, 0.000, 0.000, 0.000, 0.000, 0.000, 0.000, 0.000, 0.000, 0.000, 0.000, 0.000, 0.000, 0.000, 0.001, 0.000, 0.000, 0.000, 0.000, 0.000, -0.002, 0.000, 0.000, 0.000, 0.000, 0.000, 0.000, -0.001, 0.000, 0.000, 0.000, 0.000, 0.000], "total_charge": -2, "lumo_energy_ha": [0.127, 0.125], "relative_energy_kcal_mol": 32.8, "gap_ev": [4.958, 4.905], "spin_multiplicity": 2, "max_force_ha_per_bohr": 0.054, "e_tot_ev": -125298.906}


Record 2
{"formula": "C32H84IN10O16", "method": "wB97M-V/def2-TZVPD", "species": ["I", "C", "C", "C", "C", "C", "C", "N", "O", "C", "C", "C", "H", "H", "H", "H", "H", "H", "H", "H", "H", "H", "H", "H", "H", "H", "H", "H", "H", "H", "H", "C", "C", "C", "C", "C", "C", "N", "O", "C", "C", "C", "H", "H", "H", "H", "H", "H", "H", "H", "H", "H", "H", "H", "H", "H", "H", "H", "H", "H", "H", "C", "C", "O", "O", "H", "H", "H", "H", "H", "H", "C", "C", "O", "O", "H", "H", "H", "H", "H", "H", "C", "C", "O", "O", "H", "H", "H", "H", "H", "H", "C", "C", "O", "O", "H", "H", "H", "H", "H", "H", "C", "C", "O", "O", "H", "H", "H", "H", "H", "H", "C", "O", "N", "N", "H", "H", "H", "H", "C", "O", "N", "N", "H", "H", "H", "H", "C", "O", "N", "N", "H", "H", "H", "H", "C", "O", "N", "N", "H", "H", "H", "H"], "positions_angstrom": [[20.891, 11.502, -20.426], [16.638, 6.304, -21.578], [16.681, 5.767, -23.011], [15.943, 6.715, -23.969], [16.630, 8.075, -24.357], [18.004, 7.697, -24.931], [18.820, 6.666, -24.142], [18.067, 5.519, -23.501], [18.766, 4.692, -22.746], [19.890, 6.054, -25.032], [19.713, 7.462, -23.054], [15.900, 4.441, -23.115], [15.656, 6.246, -21.109], [17.093, 7.292, -21.521], [17.253, 5.735, -20.879], [15.872, 6.060, -24.838], [15.020, 6.878, -23.413], [16.839, 8.579, -23.413], [16.159, 8.766, -25.056], [18.526, 8.650, -24.850], [18.009, 7.709, -26.021], [20.785, 5.711, -24.512], [19.561, 5.282, -25.728], [20.360, 6.856, -25.600], [20.252, 6.833, -22.346], [20.543, 7.919, -23.594], [19.239, 8.300, -22.543], [16.236, 3.686, -22.404], [15.921, 3.920, -24.072], [14.855, 4.446, -22.804], [18.648, 3.922, -23.308], [25.245, 17.298, -19.361], [26.447, 16.306, -19.638], [26.620, 15.222, -18.450], [25.690, 13.949, -18.429], [25.608, 13.289, -19.750], [25.305, 14.318, -20.896], [26.243, 15.538, -20.846], [26.052, 16.401, -21.945], [25.808, 13.646, -22.225], [23.732, 14.593, -20.915], [27.744, 17.034, -19.850], [24.920, 17.833, -20.253], [25.455, 18.103, -18.656], [24.348, 16.783, -19.018], [27.622, 14.794, -18.433], [26.352, 15.655, -17.486], [24.692, 14.258, -18.117], [26.135, 13.276, -17.696], [24.900, 12.461, -19.762], [26.541, 12.784, -20.000], [25.535, 12.599, -22.358], [25.527, 14.197, -23.122], [26.896, 13.610, -22.166], [23.307, 14.953, -19.978], [23.221, 15.120, -21.720], [23.413, 13.552, -20.964], [28.136, 17.470, -18.931], [27.631, 17.847, -20.567], [28.451, 16.357, -20.330], [26.857, 16.156, -22.407], [24.007, 9.006, -22.715], [25.368, 9.126, -21.899], [25.027, 9.144, -20.435], [23.853, 7.716, -23.163], [23.960, 9.707, -23.548], [23.155, 9.116, -22.043], [25.656, 10.175, -21.970], [26.170, 8.452, -22.201], [24.125, 8.820, -20.381], [23.242, 7.320, -22.537], [22.793, 13.433, -24.460], [21.285, 13.726, -24.163], [20.387, 13.347, -25.198], [23.153, 13.900, -25.792], [22.945, 12.374, -24.254], [23.406, 13.940, -23.715], [21.299, 14.814, -24.093], [20.936, 13.203, -23.273], [19.635, 12.989, -24.720], [22.821, 13.152, -26.294], [16.810, 15.858, -22.270], [17.613, 15.182, -21.125], [18.025, 16.162, -20.107], [15.552, 16.199, -21.642], [16.467, 15.248, -23.106], [17.283, 16.762, -22.654], [18.547, 14.681, -21.380], [16.974, 14.455, -20.625], [18.822, 15.791, -19.720], [15.613, 16.700, -20.826], [18.979, 11.196, -17.276], [18.676, 9.730, -17.674], [17.412, 9.349, -17.180], [18.394, 12.131, -18.133], [20.044, 11.335, -17.091], [18.755, 11.520, -16.260], [19.433, 9.125, -17.176], [18.609, 9.569, -18.750], [17.519, 9.008, -16.288], [18.820, 12.015, -18.986], [21.975, 16.388, -17.537], [21.240, 15.076, -17.840], [20.439, 15.105, -19.007], [22.743, 16.186, -16.419], [21.106, 17.019, -17.350], [22.471, 16.688, -18.460], [20.611, 14.825, -16.986], [21.957, 14.261, -17.950], [20.278, 14.179, -19.204], [23.574, 15.770, -16.660], [23.528, 11.165, -16.753], [24.062, 11.040, -15.664], [23.999, 10.776, -17.950], [22.440, 11.780, -17.040], [24.756, 10.108, -17.950], [23.430, 10.947, -18.767], [21.895, 12.088, -16.248], [22.148, 11.633, -17.996], [17.332, 11.849, -23.676], [18.013, 12.295, -24.586], [17.683, 11.353, -22.521], [16.084, 12.214, -23.513], [18.639, 11.187, -22.239], [16.999, 10.898, -21.933], [15.537, 12.371, -24.347], [15.531, 12.014, -22.692], [20.484, 5.881, -18.521], [19.729, 5.693, -17.535], [20.463, 5.086, -19.566], [21.227, 6.877, -18.622], [20.959, 5.245, -20.431], [19.687, 4.440, -19.561], [21.310, 7.524, -17.851], [21.639, 6.932, -19.542], [15.629, 10.499, -20.290], [14.888, 10.641, -21.277], [15.872, 11.543, -19.573], [16.278, 9.439, -19.913], [16.509, 11.628, -18.794], [15.227, 12.246, -19.903], [16.279, 8.568, -20.424], [16.758, 9.649, -19.049]], "mulliken_charge": [-0.516, -1.317, 1.760, -1.580, 0.256, -1.884, 2.338, 0.223, -0.377, -2.021, -1.773, -2.118, 0.586, -0.324, 0.340, 0.400, 0.516, -0.406, 0.515, 0.572, 0.379, 0.317, 0.452, 0.468, 0.139, 0.660, 0.093, 0.479, 0.436, 0.408, 0.381, -1.846, 1.927, -1.724, 0.577, -1.211, 1.817, 0.446, -0.491, -2.335, -1.086, -2.096, 0.355, 0.452, 0.278, 0.421, 0.463, -0.694, 0.580, 0.228, 0.492, 0.129, 0.566, 0.567, -0.115, 0.321, 0.358, 0.420, 0.400, 0.426, 0.361, -0.032, 0.211, -0.477, -0.574, 0.208, 0.014, -0.209, 0.289, 0.231, 0.338, 0.524, 0.218, -0.601, -0.577, -0.111, -0.433, 0.140, 0.004, 0.492, 0.374, -0.377, 0.168, -0.561, -0.613, 0.198, 0.284, 0.052, 0.185, 0.531, 0.328, 0.898, -0.167, -0.587, -0.397, -0.979, 0.490, 0.400, 0.069, 0.337, -0.134, -0.434, 0.594, -0.632, -0.639, 0.481, 0.109, 0.545, -0.544, 0.076, 0.354, 0.417, -0.771, 0.067, 0.245, 0.114, -0.112, 0.152, -0.512, 0.630, -0.928, 0.967, -0.214, -0.415, -0.224, 0.226, 0.145, 0.855, -0.744, -0.403, -0.153, 0.149, 0.177, 0.110, 0.035, 0.135, -0.824, -0.149, 0.003, 0.146, 0.242, 0.215, -0.033], "total_charge": -1, "lumo_energy_ha": 0.057, "gap_ev": 8.042, "max_force_ha_per_bohr": 0.139, "e_tot_ev": -90306.067}


Record 3
{"formula": "C5H7N3", "method": "wB97M-V/def2-TZVPD", "species": ["C", "N", "C", "C", "C", "N", "N", "C", "H", "H", "H", "H", "H", "H", "H"], "positions_angstrom": [[0.250, -0.635, -2.846], [-0.665, -0.587, -1.669], [-0.341, -0.090, -0.557], [0.985, 0.237, -0.059], [1.303, 0.582, 1.206], [0.298, 0.384, 2.087], [-1.026, 0.234, 1.815], [-1.276, -0.116, 0.578], [0.962, -1.573, -2.698], [-0.082, -0.715, -3.908], [0.889, 0.244, -2.988], [1.835, 0.328, -0.816], [2.481, 0.645, 1.471], [0.471, 1.127, 2.981], [-2.333, -0.145, 0.400]], "mulliken_charge": [-0.781, -0.635, 0.773, -0.313, -0.187, -0.012, -0.581, -0.192, 0.264, 0.283, 0.230, 0.171, 0.264, 0.299, 0.416], "lumo_energy_ha": 0.024, "relative_energy_kcal_mol": 94.4, "smiles": "C/N=c1\\cc[nH]nc1", "gap_ev": 8.835, "max_force_ha_per_bohr": 0.150, "e_tot_ev": -9765.294}